i) Entry from OMol25: a single C3H4N4 molecule (ωB97M-V/def2-TZVPD).

Computed properties:
molecular weight	96.09	Da
lowest unoccupied orbital energy	-0.3	eV

```
11
Properties=species:S:1:pos:R:3:nbo_charge:R:1
N 1.775 -0.211 -0.733 -0.79
C 0.474 -0.120 -0.302 0.31
C 0.132 0.899 0.666 0.06
N -1.053 1.064 1.140 -0.43
C -2.080 0.365 0.524 0.09
N -1.699 -0.593 -0.341 -0.44
N -0.425 -0.986 -0.709 -0.26
H 2.499 0.192 -0.154 0.39
H 2.025 -1.068 -1.202 0.40
H 0.925 1.516 1.093 0.19
H -2.573 -1.059 0.017 0.47
```

***

ii) Entry from OMol25: a single C3H4N4 molecule (ωB97M-V/def2-TZVPD).

Computed properties:
molecular weight	96.09	Da
lowest unoccupied orbital energy (spin up / spin down)	-0.6 / -0.6	eV

```
11
Properties=species:S:1:pos:R:3:nbo_charge:R:1
C 2.276 -0.355 -0.050 0.21
C -1.875 -0.579 -0.153 -0.13
C 0.912 -0.198 0.133 -0.24
N 3.423 -0.326 -0.125 -0.29
N -1.821 0.626 -0.357 -0.24
N -0.887 1.438 0.135 -0.13
N 0.347 0.965 0.229 -0.20
H -2.611 -1.030 -0.784 0.20
H -1.263 -1.099 0.565 0.16
H 0.449 -1.163 0.157 0.24
H 1.050 1.721 0.251 0.42
```

***

iii) Entry from OMol25: a single C3H4N4 molecule (ωB97M-V/def2-TZVPD).

Computed properties:
SMILES	Nc1cncnn1
molecular weight	96.09	Da
lowest unoccupied orbital energy	0.1	eV

```
11
Properties=species:S:1:pos:R:3:nbo_charge:R:1
N 1.893 -0.119 -0.684 -0.79
C 0.560 -0.058 -0.341 0.29
C 0.074 0.855 0.617 0.01
N -1.172 0.790 1.021 -0.38
C -1.927 -0.133 0.402 0.16
N -1.549 -0.896 -0.607 -0.21
N -0.277 -0.867 -0.978 -0.24
H 2.536 -0.044 0.090 0.39
H 2.097 -0.909 -1.283 0.40
H 0.713 1.638 1.023 0.20
H -2.949 -0.257 0.740 0.19
```

***

iv) Entry from OMol25: a single C3H4N4 molecule (ωB97M-V/def2-TZVPD).

Computed properties:
SMILES	Nc1cncnn1
molecular weight	96.09	Da
lowest unoccupied orbital energy	0.1	eV

```
11
Properties=species:S:1:pos:R:3:nbo_charge:R:1
N 1.922 -0.130 -0.631 -0.80
C 0.565 0.029 -0.380 0.30
C 0.063 0.923 0.593 0.00
N -1.165 0.768 1.043 -0.39
C -1.884 -0.178 0.417 0.16
N -1.538 -0.796 -0.702 -0.22
N -0.275 -0.705 -1.101 -0.24
H 2.444 -0.303 0.223 0.38
H 2.033 -0.907 -1.279 0.39
H 0.661 1.747 0.987 0.21
H -2.837 -0.468 0.851 0.19
```

***

Going by the computed energies, the most stable comes first: iii), iv), i), ii).

***

i) Entry from OMol25: a molecular structure, C3H4N4 (ωB97M-V/def2-TZVPD).

Computed properties:
molecular weight	96.09	Da
lowest unoccupied orbital energy	0.6	eV

```
11
Properties=species:S:1:pos:R:3:nbo_charge:R:1
C 0.708 1.211 -0.171 0.27
C 0.563 -1.192 0.174 0.17
C -1.586 -1.256 -0.031 0.14
H 1.155 3.022 -0.010 0.36
H 1.888 0.974 -0.228 0.16
H 1.501 -1.379 0.463 0.21
H -2.620 -1.639 0.300 0.21
N 0.256 2.388 -0.278 -0.59
N -0.037 -0.085 -0.316 -0.24
N -0.473 -1.924 0.635 -0.46
N -1.357 -0.120 -0.538 -0.24
```

***

ii) Entry from OMol25: a single C3H4N4 molecule (ωB97M-V/def2-TZVPD).

Computed properties:
SMILES	[H]/N=c1/cc[nH]nn1
molecular weight	96.09	Da
lowest unoccupied orbital energy	0.2	eV

```
11
Properties=species:S:1:pos:R:3:nbo_charge:R:1
C 1.233 -0.106 0.010 0.29
C 0.158 -0.591 -0.827 -0.29
C -1.159 -0.024 -0.726 -0.05
H 2.909 0.274 0.549 0.35
H 0.210 -1.725 -1.426 0.25
H -1.977 -0.340 -1.501 0.24
H -2.388 0.858 0.770 0.40
N 2.440 -0.049 -0.390 -0.60
N -1.495 0.611 0.561 -0.38
N -0.592 0.707 1.527 0.02
N 0.660 0.385 1.453 -0.24
```

***

Going by the computed energies, the most stable comes first: i), ii).

***

i) Entry from OMol25: a single C3H4N4 molecule (ωB97M-V/def2-TZVPD).

Computed properties:
SMILES	Cc1cnnnn1
molecular weight	96.09	Da
lowest unoccupied orbital energy	-0.3	eV

```
11
Properties=species:S:1:pos:R:3:nbo_charge:R:1
C -0.511 -1.483 0.333 -0.65
C -0.138 -0.082 0.184 0.18
C 0.619 0.376 -0.881 0.01
H -1.076 -1.748 -0.551 0.24
H -1.046 -1.688 1.248 0.25
H 0.442 -2.053 0.387 0.23
H 0.976 -0.362 -1.621 0.21
N 0.992 1.627 -0.983 -0.20
N 0.594 2.497 -0.028 -0.03
N -0.216 2.102 0.916 -0.01
N -0.637 0.814 0.995 -0.22
```

***

ii) Entry from OMol25: a single C3H4N4 molecule (ωB97M-V/def2-TZVPD).

Computed properties:
SMILES	C/N=N/N=C=C=N
molecular weight	96.09	Da
lowest unoccupied orbital energy	-0.9	eV

```
11
Properties=species:S:1:pos:R:3:nbo_charge:R:1
C -1.623 0.111 0.930 0.03
C -2.864 -0.006 1.032 0.27
C 2.656 -0.124 -1.145 -0.45
N -0.506 0.398 0.464 -0.09
N 0.523 -0.006 -0.077 0.09
N -4.053 -0.180 1.182 -0.60
N 1.385 0.487 -0.821 -0.27
H 3.202 0.628 -1.793 0.22
H 3.225 -0.310 -0.172 0.21
H 2.567 -1.187 -1.707 0.21
H -4.512 0.190 2.107 0.37
```

***

Going by the computed energies, the most stable comes first: i), ii).

***

i) Entry from OMol25: 2 unconnected molecules or ions with the total composition C3H4N4 (ωB97M-V/def2-TZVPD).

Computed properties:
molecular weight	96.09	Da
lowest unoccupied orbital energy (spin up / spin down)	0.8 / 0.8	eV

```
11
Properties=species:S:1:pos:R:3:nbo_charge:R:1
N -1.213 -0.096 1.797 -0.77
C -0.497 0.333 0.761 0.01
C 0.803 -0.224 0.637 -0.33
N 1.401 0.083 -0.505 -0.18
C 1.834 0.518 -1.505 0.12
N -0.875 0.278 -2.530 -0.06
N -1.652 0.072 -1.774 0.04
H -0.928 -0.790 2.486 0.35
H -2.159 0.242 1.893 0.39
H 1.380 -0.863 1.311 0.19
H 1.905 0.447 -2.571 0.24
```

***

ii) Entry from OMol25: a single C3H4N4 molecule (ωB97M-V/def2-TZVPD).

Computed properties:
SMILES	Nc1cncnn1
molecular weight	96.09	Da
lowest unoccupied orbital energy (spin up / spin down)	-0.7 / -1.0	eV

```
11
Properties=species:S:1:pos:R:3:nbo_charge:R:1
N -0.932 1.617 0.410 -0.78
C -0.712 0.319 0.049 0.35
C -0.466 -0.856 0.794 -0.06
N 0.356 -1.693 0.161 -0.43
C 1.236 -1.088 -0.698 0.16
N 0.869 -0.076 -1.438 -0.24
N -0.459 0.108 -1.255 -0.24
H -0.493 1.950 1.259 0.41
H -0.884 2.274 -0.363 0.41
H -0.766 -1.089 1.828 0.22
H 2.250 -1.466 -0.747 0.20
```

***

iii) Entry from OMol25: a single C3H4N4 molecule (ωB97M-V/def2-TZVPD).

Computed properties:
SMILES	Nc1cncnn1
molecular weight	96.09	Da
lowest unoccupied orbital energy	0.1	eV

```
11
Properties=species:S:1:pos:R:3:nbo_charge:R:1
N 1.888 -0.146 -0.705 -0.79
C 0.564 -0.036 -0.346 0.30
C 0.071 0.891 0.604 0.00
N -1.199 0.864 0.944 -0.38
C -1.922 -0.121 0.387 0.16
N -1.516 -0.951 -0.559 -0.21
N -0.261 -0.871 -0.976 -0.24
H 2.558 0.012 0.032 0.39
H 2.046 -0.995 -1.239 0.40
H 0.705 1.623 1.111 0.20
H -2.934 -0.270 0.747 0.19
```

***

Going by the computed energies, the most stable comes first: iii), i), ii).

***

i) Entry from OMol25: a single C3H4N4 molecule (ωB97M-V/def2-TZVPD).

Computed properties:
molecular weight	96.09	Da
lowest unoccupied orbital energy (spin up / spin down)	-0.8 / -0.8	eV

```
11
Properties=species:S:1:pos:R:3:nbo_charge:R:1
C 0.119 -0.562 -2.754 0.20
C 0.032 0.011 2.620 -0.08
C -0.194 -0.463 -1.407 -0.22
N 0.207 -0.617 -3.885 -0.30
N -0.425 0.093 1.423 -0.26
N 0.155 0.876 0.552 -0.13
N -0.004 0.703 -0.724 -0.20
H -0.544 -0.446 3.294 0.16
H 0.914 0.291 3.066 0.16
H -0.517 -1.421 -1.012 0.25
H 0.257 1.535 -1.174 0.42
```

***

ii) Entry from OMol25: a single C3H4N4 molecule (ωB97M-V/def2-TZVPD).

Computed properties:
molecular weight	96.09	Da
lowest unoccupied orbital energy	0.6	eV

```
11
Properties=species:S:1:pos:R:3:nbo_charge:R:1
N 2.208 -0.246 -0.727 -0.79
C 0.896 0.032 -0.895 0.28
C -1.044 0.093 2.772 0.35
N -1.659 0.117 1.765 -0.58
C -2.068 0.122 0.441 0.19
N -1.283 -0.120 -0.530 -0.23
N -0.008 -0.507 -0.162 -0.40
H 2.910 0.225 -1.269 0.40
H 2.496 -0.842 0.033 0.41
H 0.659 0.757 -1.676 0.17
H -3.107 0.368 0.248 0.20
```

***

Going by the computed energies, the most stable comes first: ii), i).

***

i) Entry from OMol25: a molecular structure, C3H4N4 (ωB97M-V/def2-TZVPD).

Computed properties:
molecular weight	96.09	Da
lowest unoccupied orbital energy	-1.3	eV

```
11
Properties=species:S:1:pos:R:3:nbo_charge:R:1
C -0.152 -0.470 -0.025 0.31
C 1.899 -0.589 -0.035 -0.06
C 1.403 0.817 0.001 0.02
H -3.247 -0.293 0.478 0.38
H -2.029 1.033 0.418 0.39
H 2.891 -1.025 -0.144 0.22
H 2.085 1.788 -0.401 0.20
N -2.294 0.123 -0.139 -0.52
N -1.452 -0.853 -0.165 -0.04
N 0.774 -1.362 0.033 -0.39
N 0.122 0.831 -0.020 -0.50
```

***

ii) Entry from OMol25: a single C3H4N4 molecule (ωB97M-V/def2-TZVPD).

Computed properties:
SMILES	NN=C1N=CC=N1
molecular weight	96.09	Da
lowest unoccupied orbital energy	-0.6	eV

```
11
Properties=species:S:1:pos:R:3:nbo_charge:R:1
C -0.214 -0.417 -0.141 0.30
C 1.950 -0.620 0.063 -0.04
C 1.529 0.801 -0.058 0.03
H -3.409 -0.255 0.121 0.40
H -2.137 1.097 0.262 0.39
H 2.885 -1.076 0.120 0.20
H 2.152 1.667 -0.087 0.20
N -2.396 0.081 -0.028 -0.54
N -1.472 -0.803 -0.066 -0.09
N 0.855 -1.350 -0.087 -0.37
N 0.257 0.875 -0.099 -0.48
```

***

Going by the computed energies, the most stable comes first: ii), i).

***

i) Entry from OMol25: 2 unconnected molecules or ions with the total composition C5H15NOS (ωB97M-V/def2-TZVPD).

Computed properties:
SMILES	CNCCCCS.O
molecular weight	137.25	Da
lowest unoccupied orbital energy	0.6	eV

```
23
Properties=species:S:1:pos:R:3:nbo_charge:R:1
C 0.572 0.944 1.252 -0.43
C 1.045 0.888 -0.142 -0.46
C -0.100 1.266 -1.154 -0.49
S 0.573 2.214 -2.661 -0.10
C -0.101 -0.418 1.516 -0.22
N 0.986 -1.445 1.638 -0.63
C 0.840 -2.409 0.612 -0.43
H 1.241 1.352 2.049 0.23
H -0.285 1.778 1.349 0.20
H 1.809 1.717 -0.232 0.23
H 1.597 -0.074 -0.473 0.23
H -0.846 1.912 -0.616 0.23
H -0.658 0.516 -1.829 0.23
H 1.038 1.382 -3.550 0.12
H -0.837 -0.754 0.869 0.19
H -0.585 -0.411 2.591 0.19
H 1.905 -0.934 1.657 0.36
H 0.192 -2.207 -0.258 0.18
H 1.895 -2.602 0.196 0.18
H 0.742 -3.392 0.916 0.19
H -3.788 -0.521 -1.469 0.47
H -3.313 0.906 -1.240 0.46
O -3.923 0.292 -1.021 -0.93
```

***

ii) Entry from OMol25: 2 unconnected molecules or ions with the total composition C5H15NOS (ωB97M-V/def2-TZVPD).

Computed properties:
SMILES	CCCNCCS.O
molecular weight	137.25	Da
lowest unoccupied orbital energy	0.7	eV

```
23
Properties=species:S:1:pos:R:3:nbo_charge:R:1
C -0.933 -0.477 0.356 -0.21
N -0.832 0.933 0.669 -0.62
C 0.411 1.335 1.357 -0.24
C 1.735 1.404 0.614 -0.55
S 1.613 1.623 -1.190 -0.08
C -1.832 -0.849 -0.909 -0.42
C -1.452 -0.422 -2.263 -0.62
H 0.010 -0.897 0.148 0.17
H -1.310 -0.933 1.277 0.18
H -0.809 1.535 -0.100 0.35
H 0.507 0.519 2.149 0.19
H 0.216 2.228 1.994 0.21
H 2.268 2.235 1.107 0.22
H 2.408 0.529 0.622 0.23
H 2.910 1.670 -1.505 0.13
H -2.874 -0.670 -0.615 0.21
H -2.012 -1.884 -0.736 0.20
H -2.118 -0.720 -3.054 0.22
H -1.570 0.697 -2.208 0.20
H -0.394 -0.616 -2.555 0.22
H 1.406 -2.880 1.023 0.46
H 0.916 -2.094 2.155 0.47
O 1.736 -2.266 1.663 -0.93
```

***

Going by the computed energies, the most stable comes first: ii), i).